# C24H18Cl2N6O2RbS

A structure of composition C24H18Cl2N6O2RbS (ωB97M-V with the def2-TZVPD basis set, the OMol25 dataset).

Structure (XYZ):
```
54
C24H18Cl2N6O2RbS, DFT ωB97M-V with the def2-TZVPD basis set
Rb -0.602 1.725 0.664
Cl -5.479 1.648 5.046
C -3.915 1.168 4.449
C -3.809 0.631 3.184
C -2.589 0.207 2.644
N -2.626 -0.425 1.384
C -3.086 0.248 0.368
O -3.374 1.477 0.238
C -3.141 -0.526 -0.928
C -4.311 -1.124 -1.388
C -4.307 -1.719 -2.637
C -3.136 -1.699 -3.386
C -2.015 -1.093 -2.835
N -2.007 -0.522 -1.633
C -1.417 0.367 3.425
C -1.553 0.925 4.702
C -2.770 1.312 5.222
Cl -2.842 1.979 6.828
N -0.123 -0.012 3.011
C 0.755 0.961 2.985
O 0.593 2.199 3.165
C 2.139 0.583 2.507
C 3.197 0.495 3.406
C 4.460 0.224 2.915
C 4.624 0.069 1.542
C 3.507 0.183 0.730
N 2.281 0.419 1.191
H -4.700 0.522 2.582
H -5.197 -1.109 -0.767
H -5.200 -2.193 -3.024
H -3.083 -2.150 -4.368
H -1.077 -1.055 -3.380
H -0.661 1.064 5.296
H 3.011 0.649 4.460
H 5.308 0.139 3.583
H 5.594 -0.135 1.107
H 3.597 0.072 -0.346
C -4.511 2.453 -2.647
C -3.176 3.068 -2.423
C -2.962 4.235 -1.747
C -1.636 4.520 -1.372
N -0.601 3.806 -1.765
C -0.788 2.741 -2.581
S 0.450 1.819 -3.184
N -2.099 2.380 -2.846
C -1.345 5.623 -0.400
H -5.299 3.199 -2.573
H -4.648 1.720 -1.847
H -4.569 1.951 -3.614
H -3.790 4.818 -1.375
H -2.220 1.480 -3.291
H -2.214 6.257 -0.231
H -0.508 6.224 -0.753
H -1.049 5.183 0.554
```

The energy relative to the best compared isomer or geometry (same formula, charge and spin) is 0.0 kcal/mol. The value obtained for the frontier orbital gap is 6.457 eV. The largest force on an atom is 0.667 eV/Å. The total charge is -1.

Löwdin population analysis, charges in e, atoms 1 to 6: 1.01 0.61 -0.69 -0.06 -0.25 0.11

=====

# C24H18ClN6O7PdS

A structure of composition C24H18ClN6O7PdS in a non-equilibrium geometry (ωB97M-V with the def2-TZVPD basis set, the OMol25 dataset).

Structure (XYZ):
```
58
C24H18ClN6O7PdS, DFT ωB97M-V with the def2-TZVPD basis set
Pd -1.457 0.635 0.585
C -2.887 -1.220 4.381
C -1.879 -2.083 4.801
C -0.641 -2.002 4.208
C -0.426 -1.075 3.168
N -1.444 -0.307 2.725
C -2.623 -0.353 3.335
N 0.845 -0.924 2.754
C 1.324 -0.232 1.784
N 0.651 0.374 0.754
C 1.550 1.094 0.024
N 1.332 1.787 -1.038
C 0.228 2.402 -1.463
C 0.273 2.982 -2.750
C -0.737 3.830 -3.142
C -1.763 4.112 -2.245
C -1.765 3.481 -1.006
N -0.820 2.635 -0.632
C 2.892 0.944 0.587
C 4.100 1.539 0.279
C 5.171 1.272 1.126
C 5.037 0.423 2.217
C 3.822 -0.183 2.519
C 2.750 0.101 1.698
H -3.856 -1.214 4.851
H -2.047 -2.792 5.597
H 0.191 -2.614 4.518
H -3.381 0.335 2.981
H 1.130 2.787 -3.374
H -0.713 4.301 -4.115
H -2.558 4.790 -2.507
H -2.553 3.680 -0.288
H 4.198 2.199 -0.569
H 6.125 1.738 0.933
H 5.887 0.249 2.857
H 3.717 -0.833 3.371
O -5.228 1.595 -0.237
Cl -4.001 1.064 0.124
O -4.106 -0.264 0.626
O -3.361 1.878 1.120
O -3.116 1.006 -1.017
N -1.870 -1.805 0.032
C -1.002 -1.996 -1.049
C -0.071 -3.037 -1.055
C 0.811 -3.160 -2.117
C 0.713 -2.253 -3.139
C -0.176 -1.212 -3.185
C -1.057 -1.095 -2.124
S 1.886 -2.451 -4.589
O 1.713 -3.852 -4.839
O 1.374 -1.514 -5.543
O 3.039 -2.042 -3.815
H -2.831 -1.576 -0.228
H -1.852 -2.564 0.706
H -0.048 -3.760 -0.252
H 1.536 -3.954 -2.155
H -0.206 -0.542 -4.030
H -1.819 -0.326 -2.159
```

The value obtained for the frontier orbital gap (alpha / beta) is 7.561 / 4.821 eV. The largest force on an atom is 3.781 eV/Å. The total charge is +1. The spin multiplicity is 5.

Löwdin population analysis, charges in e, atoms 1 to 6: 1.10 -0.02 -0.03 0.02 -0.33 0.06

=====

Electronic energy values, unit eV, following the record order: -74755.2623; -75272.2927.